(1)
87
Properties=species:S:1:pos:R:3:mulliken_charge:R:1 method="wB97M-V/def2-TZVPD" charge=+1 homo_lumo_gap_ev="6.3869 / 6.3886" e_lumo_ha="-0.1622 / -0.1618"
Au 0.8629 -0.5182 -1.6196 0.50
Cl 5.8755 1.4316 0.0895 -0.16
P -1.4803 0.8617 -1.0168 2.39
P 0.5393 0.0254 1.3936 2.14
Si -1.8560 -0.9862 -3.4234 -0.05
Si 2.4889 -2.2638 1.6129 0.04
N 2.9874 -0.5916 -1.6520 -0.03
N 1.4906 -1.0808 0.8453 0.17
N -1.1832 -0.4891 -1.8568 -0.16
C -2.7223 3.9775 -3.3619 -0.80
C -3.5781 1.9954 0.3895 -0.74
C -1.5105 2.3664 -2.0277 0.54
C -4.9202 -0.4249 0.6731 -0.79
C -4.7835 1.9488 1.0720 -0.90
C 2.5818 -3.7182 0.4463 -0.95
C 3.6866 0.3402 -0.9937 -0.09
C -0.8225 -0.5886 2.4029 0.80
C 4.1985 -1.5207 1.8462 -0.66
C -3.5476 -0.2734 -3.6716 -0.91
C -1.2766 -1.8811 2.1254 -0.68
C 3.6116 -1.6915 -2.1073 -0.41
C 2.5156 1.8812 4.4347 -0.93
C 4.9615 -1.8883 -1.9072 -0.78
C -5.4543 0.7401 1.2069 -0.60
C 1.6621 1.0429 3.7324 -0.37
C 2.8177 3.2337 2.4684 -0.81
C 1.8694 -2.8848 3.2525 -1.13
C -3.0458 0.8266 -0.1636 0.86
C -0.3172 3.9674 -3.3934 -0.74
C -1.3863 0.1302 3.4568 -0.42
C -2.8038 -1.7421 3.9768 -0.64
C -3.7136 -0.3868 -0.0082 -0.27
C 5.0379 0.2010 -0.7723 -0.09
C 0.0110 0.9168 -0.0767 -2.02
C -0.3068 2.9079 -2.4980 -0.78
C -0.7413 -0.3994 -4.7867 -0.96
C -1.9147 -2.8320 -3.3707 -0.98
C -1.5261 4.5017 -3.8267 -0.57
C 5.6916 -0.9293 -1.2254 -0.19
C -2.2623 -2.4546 2.9124 -0.90
C 3.0996 2.9713 3.8023 -0.61
C -2.3758 -0.4496 4.2432 -0.88
C 1.3813 1.2886 2.3862 0.48
C -2.7162 2.9140 -2.4699 -0.54
C 1.9605 2.3993 1.7612 -0.46
H 2.7275 1.6819 5.4778 0.44
H -1.0324 -0.8428 -5.7485 0.42
H 3.4780 -4.3248 0.6362 0.36
H -2.8032 0.1048 5.0718 0.48
H 4.9760 -2.1304 1.3649 0.31
H -3.4856 0.7670 -4.0032 0.25
H -5.4409 -1.3657 0.7962 0.46
H -3.2892 -1.2873 -0.4354 0.47
H 1.7225 2.6093 0.7274 0.17
H 2.6202 -3.3714 -0.5938 0.10
H 4.4636 -1.4346 2.9074 0.47
H 3.0112 -2.4142 -2.6464 0.60
H 0.6343 2.5035 -2.1502 0.25
H -3.0522 2.9375 0.2874 0.58
H -1.5337 5.3302 -4.5256 0.41
H 3.7726 3.6186 4.3518 0.40
H 1.7819 -2.0872 3.9985 0.26
H 3.1470 1.2008 -0.6204 0.34
H -3.5589 -2.2000 4.6054 0.44
H 1.2202 0.1890 4.2336 0.39
H 6.7519 -1.0525 -1.0443 0.44
H -0.8258 -2.4363 1.3088 0.54
H -2.6072 -3.4617 2.7010 0.45
H 0.3053 -0.6656 -4.5992 0.23
H -2.6858 -3.1881 -2.6774 0.30
H 2.5760 -3.6276 3.6447 0.48
H 4.2262 -0.5139 1.4140 -0.10
H -5.2028 2.8535 1.4929 0.47
H -2.1433 -3.2397 -4.3645 0.36
H -4.0522 -0.8474 -4.4585 0.47
H 5.4310 -2.7924 -2.2691 0.43
H -4.1737 -0.3176 -2.7731 0.27
H 3.2667 4.0897 1.9774 0.47
H 1.7081 -4.3729 0.5518 0.35
H -6.4009 0.7067 1.7320 0.44
H -3.6579 2.5095 -2.1215 0.54
H -1.0547 1.1409 3.6645 0.58
H 0.8914 -3.3663 3.1601 0.30
H -0.9513 -3.2442 -3.0477 0.29
H 0.6188 4.3807 -3.7484 0.45
H -3.6643 4.3956 -3.6945 0.44
H -0.8006 0.6907 -4.8846 0.27

(2)
13
Properties=species:S:1:pos:R:3:lowdin_spin:R:1 method="wB97M-V/def2-TZVPD" homo_lumo_gap_ev="7.6311 / 8.9342" s2=0.76 spin_multiplicity=2 e_lumo_ha="-0.0103 / -0.0292"
Tl 2.2900 -0.1614 -1.0975 0.01
O 0.2863 2.5558 1.1902 0.00
O -1.9015 -0.9759 0.3014 0.22
O 1.0587 1.5990 -0.6744 0.00
O 1.3484 -2.0315 -0.2270 0.25
O -1.1292 1.7028 -0.2554 0.00
C 0.1491 -1.8115 -0.5550 0.23
C 0.0972 1.9679 0.0009 0.00
C -0.9396 -1.8312 0.3556 0.25
H 1.2322 2.6996 1.3247 0.00
H -0.1243 -1.5833 -1.6051 0.01
H -0.9128 -2.5337 1.2031 0.01
H -1.4544 0.4032 0.0386 0.01

(3)
12
Properties=species:S:1:pos:R:3:mulliken_charge:R:1 method="wB97M-V/def2-TZVPD" homo_lumo_gap_ev=9.0555 e_lumo_ha=0.0103
I -2.6052 1.0365 -0.2718 0.02
I 2.4972 0.9701 -0.0680 0.04
C -0.1771 -0.1704 1.2217 -0.47
C 0.5252 0.0759 -0.0542 0.29
C -0.6862 1.0751 0.6593 -0.50
C 0.3128 -0.8550 -1.2239 -1.50
H 1.2135 -1.2570 -1.4120 0.59
H 0.4469 0.0004 2.2149 0.20
H -0.6764 -1.1452 1.1235 0.28
H -0.1184 -0.2457 -2.1712 0.23
H -0.3653 -1.5815 -1.0320 0.40
H -0.3672 2.0966 1.0138 0.41

(4)
22
Properties=species:S:1:pos:R:3:lowdin_spin:R:1 method="wB97M-V/def2-TZVPD" charge=+1 homo_lumo_gap_ev="5.8756 / 6.6329" s2=2.01 spin_multiplicity=3 e_lumo_ha="-0.1004 / -0.2789"
S 1.5650 0.2500 -0.9236 0.82
N -1.2963 0.0988 -0.0620 0.36
C 2.5432 1.2083 0.3138 0.12
C -1.0877 1.2140 0.7595 0.03
C -1.7263 0.5626 -1.4575 0.02
C 0.4275 -1.5698 0.9437 0.04
C 0.2058 -2.1750 -0.4264 0.08
C 0.3227 -0.7411 -0.2019 0.42
H 1.0671 -2.6074 -0.9723 0.01
H 2.7877 2.1352 -0.3330 0.01
H -0.6612 -2.8425 -0.5035 0.01
H -0.9173 1.0461 -1.9770 0.01
H -0.5312 2.0773 0.4278 0.00
H 3.4747 0.6031 0.4341 0.04
H -2.0034 1.6626 1.2106 0.01
H -2.4485 1.4185 -1.2779 0.01
H -1.9571 -0.6253 0.3502 0.01
H -2.2189 -0.1402 -2.2069 0.00
H -0.4670 -1.8295 1.4278 0.01
H 1.3094 -1.5809 1.5227 0.00
H -0.5994 0.6928 1.5880 0.00
H 2.2111 1.1424 1.3639 0.01

(5)
11
Properties=species:S:1:pos:R:3:mulliken_charge:R:1 method="wB97M-V/def2-TZVPD" charge=-1 homo_lumo_gap_ev=5.6312 e_lumo_ha=0.1313
S -1.7720 0.4445 -0.1065 -0.25
O 2.0151 -0.4253 0.3667 -0.86
C -1.1845 -1.3183 0.1368 -0.70
C 2.5237 0.7790 -0.1813 -0.71
H 3.6483 0.8200 -0.2024 0.24
H -0.3668 -1.5996 -0.5277 0.26
H -0.7225 -1.3034 1.1578 0.26
H 2.1084 0.9930 -1.1684 0.16
H -0.6129 0.8165 -0.6398 0.11
H -2.0992 -1.8994 0.0958 0.29
H 2.2403 1.7001 0.3230 0.20

(6)
70
Properties=species:S:1:pos:R:3:lowdin_spin:R:1 method="wB97M-V/def2-TZVPD" charge=+2 homo_lumo_gap_ev="5.7852 / 6.2565" s2=2.07 spin_multiplicity=3 e_lumo_ha="-0.2794 / -0.2669"
Br -3.7691 0.7446 3.6729 0.00
Ti -0.5649 0.7741 -0.1971 1.13
P -2.0636 -2.6307 -0.5941 0.00
P 2.2704 -0.7828 1.3736 -0.01
O -0.2549 -0.2226 2.4165 0.02
N -0.7679 6.6549 -4.1355 0.04
C -2.6299 -1.0582 -2.6946 0.00
C -0.1872 2.6224 -0.8078 -0.01
C -0.3016 -3.1139 -0.3923 0.00
C 4.8490 -0.4513 2.3241 0.00
C -0.8947 5.4558 -4.7317 -0.01
C 2.2114 -2.2704 2.4468 0.00
C -2.8394 -2.5981 1.0719 0.00
C -0.3663 6.7189 -2.8558 -0.01
C -1.0207 3.0662 1.6199 0.04
C -0.6031 4.2541 -4.0834 0.05
C -4.2207 -3.2729 1.1555 0.00
C 0.5101 -0.0893 1.4454 -0.01
C -3.2946 1.5390 1.0409 0.02
C -2.8368 1.6437 2.3521 0.00
C 3.5268 -0.0634 -1.1139 0.00
C -0.1601 4.3067 -2.7338 0.06
C 0.0060 -4.5927 -0.6568 0.00
C 2.7088 -1.1416 -0.3428 0.00
C 0.0313 3.1180 -1.9854 0.45
C 3.1424 -3.4230 2.0664 0.00
C -2.4556 1.9402 -0.0367 0.01
C -2.0834 -0.9220 -1.2584 0.03
C -0.0584 5.5839 -2.1043 0.05
C -1.2769 2.6532 0.2853 0.07
C 3.5143 0.2820 2.1677 0.00
C -1.5700 2.2449 2.5984 0.02
H 4.1946 -3.1129 2.0040 0.00
H 3.3338 -0.1433 -2.1902 0.00
H 1.7682 -1.3678 -0.8940 0.00
H -0.4885 -4.9722 -1.5607 0.00
H -2.9031 -1.5479 1.3979 0.00
H -3.4626 -1.7728 -2.7345 0.00
H -0.3388 3.9276 1.7744 0.00
H 1.0831 -4.7350 -0.8103 0.00
H -1.1216 2.1379 3.5717 0.00
H 4.8095 -1.2027 3.1199 0.00
H -4.5423 -3.3227 2.2042 0.00
H 3.0875 0.5564 3.1468 0.00
H -2.9866 -0.0931 -3.0649 0.00
H -0.0260 -2.8232 0.6347 0.00
H 4.6007 -0.2330 -0.9354 0.00
H 3.2678 0.9584 -0.8089 0.00
H -1.0046 -0.5252 -1.3846 0.01
H 1.1536 -2.5900 2.4806 0.00
H -2.1389 -3.1353 1.7295 0.00
H 3.0732 -4.1766 2.8648 0.00
H -2.8100 1.9590 -1.0811 0.01
H 3.6242 1.2060 1.5802 0.00
H -0.2964 7.7144 -2.4058 0.00
H -4.9916 -2.7255 0.5994 0.00
H -0.2785 -5.2276 0.1891 0.00
H 0.2044 5.6715 -1.0479 0.00
H -4.1939 1.0028 0.7930 0.00
H 2.8521 -3.9061 1.1232 0.00
H -0.7783 3.2959 -4.5757 0.00
H 5.6426 0.2504 2.5865 0.00
H 5.1574 -0.9581 1.4012 0.00
H -1.8434 -1.4072 -3.3757 0.00
H 3.3086 -2.0778 -0.3443 0.00
H -1.2515 5.4568 -5.7674 0.00
H -4.2061 -4.3006 0.7737 0.00
H 2.4776 -1.9142 3.4605 0.00
H -2.7845 -0.3296 -0.6419 0.01
H 0.2577 -2.5066 -1.1254 0.00

ΔE to the lowest compared entry with this formula, charge and spin list, top to bottom, in kcal/mol: 35.2 18.6 22.5 70.0 54.3 52.0
Calculated total energy list, top to bottom, in Eh: -3418.727669 -665.331031 -751.314850 -689.408848 -553.777429 -5248.875228